No. 1
Here is a 2-piece molecular cluster, C3H7ClN3 overall from the OMol25 dataset. Energies are from ωB97M-V with the def2-TZVPD basis set.

Each line ends with the Mulliken charge.
Geometry (Å):
Cl  -3.753368  0.881742  0.583073  0.155
N  0.948566  -0.387403  0.460444  -0.087
N  -3.400601  -1.655159  -0.343533  -0.166
N  0.511409  1.401401  -1.078114  -0.341
C  2.261488  -0.038748  0.962151  -0.993
C  -3.592037  -0.473932  -0.187077  0.584
C  0.175438  0.295888  -0.363518  -0.203
H  -0.142473  1.718658  -1.795124  0.253
H  2.374343  0.929774  1.203181  0.403
H  1.460314  1.636282  -1.338380  0.202
H  0.697273  -1.225731  0.903022  0.211
H  3.019538  -0.144935  0.241125  0.346
H  2.496418  -0.729614  1.869448  0.273
H  -3.056308  -2.208226  -1.116702  0.364

Atomic forces in eV per Å
-0.213 0.593 -0.193
1.494 2.153 -0.586
-0.888 4.922 -0.303
0.608 -0.854 0.415
0.465 -3.696 1.060
1.380 -4.985 0.526
-2.506 -0.682 -0.688
0.237 -0.437 0.728
-0.264 3.556 1.450
0.347 0.160 0.366
-1.538 -0.817 0.002
1.091 -0.851 -1.127
-0.290 1.411 -1.615
0.079 -0.472 -0.036

Results
LUMO = -0.226 hartree
Kohn-Sham gap = 4.87 eV
F_max = 5.2 eV Å⁻¹
2S+1 = 1
net charge = +1
DFT total energy = -742.551832 hartree

=====

No. 2
Here is a 2-piece molecular cluster, C21H22F7NO10S overall from the OMol25 dataset. Energies are from ωB97M-V with the def2-TZVPD basis set.

Each line ends with the Mulliken charge.
Geometry (Å):
S  1.463772  -3.246620  -3.870622  1.335
F  0.367561  -2.149876  -4.530625  -0.239
F  4.028690  0.012938  -0.119782  -0.247
F  5.809736  1.015638  -2.534757  -0.317
F  5.091434  -1.416297  -2.670310  -0.292
F  4.025995  -0.469332  -4.452874  -0.288
F  3.887585  1.961230  -3.305678  -0.268
F  2.686510  1.818581  -0.873429  -0.266
O  5.536103  3.378515  -0.868421  -0.433
O  2.576264  -3.437363  -4.862216  -0.590
O  -0.291996  -0.882691  -0.419072  -0.208
O  5.243237  2.060693  1.001175  -0.469
O  2.068732  -2.442685  0.058839  -0.394
O  1.619500  -0.265023  -2.633239  -0.289
O  4.374864  -3.117419  0.310347  -0.518
O  0.741533  -4.550666  -3.718745  -0.588
O  3.260210  -3.471850  -1.747661  -0.452
O  -3.732202  2.370546  3.137966  -0.320
N  -0.024255  -3.825230  1.807494  -0.512
C  -1.381226  -0.077863  -0.862730  0.440
C  -2.807808  1.303985  -2.743062  -0.498
C  -2.447415  0.404472  0.167737  -0.431
C  4.014911  -0.562145  -3.010688  0.896
C  4.986091  2.245864  -0.214696  0.033
C  -4.803304  2.232157  4.063370  -0.366
C  1.162999  -2.876461  -1.025011  0.535
C  0.816654  -4.385698  -0.583311  -1.102
C  -0.303000  -2.193145  -1.065261  -0.983
C  -2.741740  3.339519  3.458026  -0.355
C  -1.604415  0.379434  -2.351328  -0.039
C  -3.849901  1.816423  -1.694861  -0.466
C  2.564387  -1.103928  -2.611387  -0.887
C  4.369075  0.907031  -2.468574  0.619
C  -5.604197  3.507889  4.259100  -1.068
C  3.980840  1.185092  -0.939412  0.959
C  3.337414  -3.012573  -0.355146  0.335
C  -2.032987  3.070693  4.775220  -1.101
C  2.180637  -2.617204  -2.234645  1.940
C  0.749153  -4.555816  1.032390  -0.158
C  -3.658402  1.330669  -0.211280  -0.305
H  -1.260353  3.823482  4.952025  0.393
H  -2.926988  1.647979  -3.835522  0.285
H  -1.079026  -2.816918  -0.474150  0.509
H  -6.434591  3.332984  4.947778  0.389
H  -2.721504  3.095096  5.621620  0.263
H  0.169470  -4.143308  2.782876  0.276
H  1.442170  -5.321341  1.557056  0.340
H  -4.406017  1.656819  0.600638  0.244
H  -5.463530  1.458968  3.659964  0.328
H  -1.564844  2.081429  4.762287  0.303
H  6.517372  3.255240  -0.791835  0.381
H  -2.005850  3.309707  2.650788  0.357
H  1.553958  -5.179160  -0.942574  0.319
H  -4.994106  4.315743  4.667558  0.268
H  -4.428996  1.850770  5.019152  0.324
H  -6.009061  3.854814  3.303976  0.288
H  -0.224316  -4.734179  -0.951841  0.549
H  -0.710500  -2.152777  -2.148353  0.389
H  -2.339931  0.078834  1.254701  0.365
H  -3.175878  4.343833  3.442627  0.305
H  -4.712851  2.519165  -1.990804  0.308
H  -0.885664  0.041338  -3.180810  0.174

Atomic forces in eV per Å
0.908 -6.085 -4.956
2.016 -1.362 1.854
-0.527 2.545 -2.574
-3.092 -0.405 0.218
-2.637 1.668 -0.425
-0.193 -0.258 3.197
0.832 -2.952 2.214
2.798 -1.999 -0.151
-0.506 -2.721 0.064
-2.748 2.270 3.153
-1.512 0.233 -1.853
-1.221 0.337 -5.141
2.651 -1.145 -2.149
4.143 -3.505 -0.075
-4.855 0.444 -2.851
0.932 4.314 0.900
-0.856 2.643 0.846
-0.051 -0.143 -0.174
2.063 -2.186 -1.573
-3.768 2.664 -1.084
0.208 -0.704 3.220
-0.320 0.913 -2.702
1.553 -0.717 -2.219
1.674 0.262 4.482
0.013 0.076 0.014
-1.863 0.028 1.142
-0.519 -1.726 0.272
-0.508 0.333 0.487
0.081 -0.011 0.084
-2.001 0.967 2.103
3.281 -2.686 1.369
-3.260 2.912 0.651
1.440 1.490 -0.697
0.012 0.139 -0.046
-0.699 1.518 1.261
2.251 -0.059 2.118
-0.038 -0.118 0.097
-0.613 -0.615 0.492
-0.625 1.391 1.276
2.321 -0.869 -2.902
-0.053 -0.071 -0.052
0.346 -0.737 1.956
1.622 0.758 -0.855
0.058 -0.008 -0.060
0.028 0.088 0.004
-0.389 0.414 -0.813
-0.919 1.016 -1.441
1.515 -0.630 -1.367
0.211 0.030 -0.105
-0.013 0.128 -0.034
-1.082 0.358 0.129
-0.203 -0.141 -0.064
-0.857 1.313 0.297
-0.044 -0.056 0.075
-0.012 0.070 0.043
0.008 -0.063 0.080
1.803 0.774 0.291
0.968 0.045 1.576
-0.129 0.528 -1.704
-0.021 0.030 0.079
1.621 -1.360 0.523
-1.223 0.632 1.499

Results
LUMO = -0.077 hartree
Kohn-Sham gap = 6.49 eV
F_max = 7.9 eV Å⁻¹
2S+1 = 1
net charge = 0
structure (SMILES) = [H]/N=C/C[C@@]1(COc2ccccc2)OC(=O)O[C@@]1(C(=O)C(F)(F)C(F)(F)C(F)(F)C(=O)O)S(=O)(=O)F.CCOCC
DFT total energy = -2717.393515 hartree

=====

No. 3
Here is a 2-piece molecular cluster, C4H6O overall from the OMol25 dataset. Energies are from ωB97M-V with the def2-TZVPD basis set.

Each line ends with the Mulliken charge.
Geometry (Å):
O  -3.507111  -0.078935  -1.412874  -0.338
C  -2.498162  -0.197737  -0.750813  0.000
C  1.786509  0.155311  0.641766  -0.890
C  0.316347  -0.265499  0.393167  -0.017
C  -0.323866  0.132785  -0.730542  -0.326
H  -2.497104  -0.225444  0.292678  0.221
H  2.404780  -0.722108  0.934844  0.260
H  1.992209  0.905654  1.432658  0.245
H  -0.249375  -0.822424  1.070382  0.353
H  0.356354  0.537618  -1.521801  0.238
H  2.219417  0.580778  -0.349465  0.253

Atomic forces in eV per Å
1.688 1.274 0.915
-2.918 -3.228 -3.413
0.645 -0.271 -1.351
-0.166 1.843 -2.319
4.172 0.797 1.316
0.274 0.962 2.365
-0.408 0.392 -0.337
-0.743 -0.304 -0.421
-0.479 -0.781 1.602
-1.385 0.048 -0.075
-0.680 -0.733 1.719

Results
LUMO (spin up / spin down) = 0.031 / -0.078 hartree
Kohn-Sham gap (spin up / spin down) = 7.41 / 7.80 eV
F_max = 5.5 eV Å⁻¹
2S+1 = 3
net charge = 0
DFT total energy = -230.994394 hartree